Entry 1:
Formula: C8H17NSi
Source: the Open Molecules 2025 dataset
Level of theory: wB97M-V/def2-TZVPD

SMILES: CC/C=[SiH]/CCCC.C#N
2S+1: 1
LUMO (eV): 0.590
Total energy (eV): -17935.213
Orbital gap (eV): 8.1
Net charge: 0

Geometry as XYZ:
```
27
C8H17NSi | the Open Molecules 2025 dataset | wB97M-V/def2-TZVPD
C -1.511 -0.681 3.367
C -0.708 -1.623 2.397
C 0.555 -1.147 1.747
Si 1.104 -1.548 0.083
C 2.329 -0.281 -0.674
C 1.789 0.291 -1.990
C 0.621 1.273 -1.550
C -0.189 1.790 -2.707
H -2.389 -1.249 3.548
H -1.125 -0.357 4.310
H -1.927 0.237 2.948
H -0.523 -2.500 2.993
H -1.503 -1.988 1.773
H 1.458 -0.754 2.320
H 0.543 -2.339 -1.142
H 2.429 0.455 0.091
H 3.362 -0.492 -1.014
H 1.436 -0.453 -2.639
H 2.465 0.871 -2.531
H 0.007 0.636 -0.937
H 1.131 2.155 -1.017
H -0.648 1.025 -3.194
H -0.972 2.495 -2.444
H 0.518 2.207 -3.365
C -2.825 0.630 -0.138
N -2.196 -0.215 -0.465
H -3.230 1.563 0.230
```

Charges computed using Mulliken, reported in e: C -1.22; C -0.42; C -0.42; Si 0.16; C -0.71; C -1.05; C 0.45; C -1.62; H 0.37; H 0.38; H 0.26; H 0.41; H 0.33; H 0.31; H -0.09; H 0.38; H 0.40; H 0.37; H 0.50; H -0.23; H 0.24; H 0.43; H 0.35; H 0.45; C 0.00; N -0.32; H 0.28

Entry 2:
Formula: C48H60CoIN3O2PS2Te
Source: the Open Molecules 2025 dataset
Level of theory: wB97M-V/def2-TZVPD

2S+1: 2
LUMO (alpha / beta) (eV): 2.277 / 2.277
Total energy (eV): -143300.450
Orbital gap (alpha / beta) (eV): 5.3 / 5.2
Net charge: -1

Geometry as XYZ:
```
119
C48H60CoIN3O2PS2Te | the Open Molecules 2025 dataset | wB97M-V/def2-TZVPD
Co -0.671 -0.960 0.414
O -1.528 0.379 1.570
C -1.564 1.634 1.249
C -1.406 2.633 2.242
C -1.476 3.974 1.939
C -1.711 4.407 0.632
C -1.876 3.456 -0.356
C -1.816 2.089 -0.079
C -2.026 1.108 -1.131
N -1.665 -0.163 -1.109
C -2.044 -0.720 -2.308
C -2.645 0.225 -3.075
N -2.632 1.378 -2.318
H -1.204 2.294 3.252
H -1.335 4.705 2.728
H -1.750 5.462 0.395
H -2.035 3.790 -1.379
H -1.839 -1.756 -2.528
H -3.074 0.187 -4.062
H -3.022 2.266 -2.569
C 2.370 -4.265 -0.595
C 1.582 -3.143 0.039
S 0.242 -2.514 -0.910
C 1.847 -2.656 1.260
C 2.967 -3.184 2.117
S 0.914 -1.333 1.944
H 2.089 -4.374 -1.644
H 2.176 -5.227 -0.104
H 3.450 -4.087 -0.552
H 3.240 -4.208 1.850
H 2.676 -3.170 3.169
H 3.869 -2.567 2.026
I -1.190 -4.714 1.651
C -2.780 -3.657 0.800
C -3.852 -4.349 0.249
C -4.923 -3.610 -0.218
C -4.893 -2.229 -0.107
C -3.770 -1.639 0.442
N -2.720 -2.344 0.873
H -3.836 -5.428 0.198
H -5.779 -4.113 -0.654
H -5.723 -1.616 -0.432
H -3.684 -0.567 0.559
O 1.045 0.946 -0.879
P 2.260 1.146 -1.707
C 2.601 -0.383 -2.668
C 1.485 -0.739 -3.662
C 1.736 -0.238 -5.079
C 3.088 -0.724 -5.593
C 4.216 -0.240 -4.686
C 4.001 -0.663 -3.234
C 2.051 2.682 -2.690
C 0.624 2.746 -3.273
C 0.534 3.778 -4.404
C 1.435 4.974 -4.105
C 2.918 4.555 -4.103
C 3.090 3.072 -3.737
C 3.734 1.384 -0.650
C 3.484 2.501 0.391
C 2.887 1.923 1.674
C 3.892 0.998 2.377
C 4.807 0.306 1.356
C 4.040 0.047 0.064
H 2.444 -1.071 -1.825
H 0.528 -0.398 -3.266
H 1.402 -1.831 -3.682
H 1.707 0.856 -5.113
H 0.932 -0.584 -5.736
H 3.258 -0.394 -6.622
H 3.086 -1.820 -5.609
H 4.292 0.847 -4.755
H 5.176 -0.633 -5.034
H 4.774 -0.217 -2.603
H 4.158 -1.747 -3.173
H 2.104 3.445 -1.906
H -0.055 3.006 -2.460
H 0.297 1.767 -3.628
H -0.503 4.097 -4.535
H 0.837 3.328 -5.357
H 1.158 5.377 -3.126
H 1.273 5.779 -4.825
H 3.472 5.173 -3.392
H 3.362 4.738 -5.085
H 4.109 2.887 -3.386
H 2.956 2.460 -4.629
H 4.588 1.659 -1.282
H 2.823 3.275 -0.002
H 4.434 2.999 0.612
H 1.986 1.361 1.418
H 2.579 2.731 2.343
H 3.336 0.242 2.937
H 4.498 1.559 3.096
H 5.188 -0.633 1.764
H 5.686 0.926 1.140
H 3.102 -0.468 0.309
H 4.603 -0.614 -0.599
Te -1.976 -1.031 4.134
C -3.984 -0.659 3.578
C -4.931 -1.679 3.599
C -6.222 -1.453 3.142
C -6.575 -0.210 2.632
C -5.631 0.808 2.599
C -4.346 0.590 3.081
C -2.525 -2.083 5.909
C -2.784 -1.425 7.109
C -3.128 -2.138 8.251
C -3.212 -3.523 8.209
C -2.946 -4.192 7.022
C -2.602 -3.476 5.882
H -4.656 -2.663 3.964
H -6.947 -2.259 3.165
H -7.578 -0.038 2.260
H -5.893 1.783 2.202
H -3.618 1.392 3.051
H -2.720 -0.344 7.147
H -3.329 -1.609 9.175
H -3.481 -4.079 9.100
H -3.002 -5.274 6.982
H -2.381 -4.002 4.958
```

Atom charges from the Mulliken analysis, given in e for atoms 1 to 99: Co 0.21; O -0.09; C 0.51; C -0.54; C -0.59; C -1.27; C -0.79; C -0.02; C 0.29; N 2.02; C -1.07; C -1.26; N 0.16; H 0.44; H 0.40; H 0.40; H 0.26; H 0.52; H 0.49; H 0.24; C -2.01; C 0.85; S -0.47; C 0.43; C -1.72; S -0.32; H 0.37; H 0.36; H 0.37; H 0.45; H 0.35; H 0.10; I 0.11; C -0.44; C -0.58; C -0.53; C -1.19; C -0.09; N 0.83; H 0.45; H 0.40; H 0.49; H 0.57; O -0.09; P 0.46; C 2.14; C -0.08; C -0.06; C -1.18; C -0.71; C -1.46; C 0.78; C 0.47; C -1.01; C -0.83; C -1.05; C -1.08; C -0.28; C -1.25; C 0.55; C -0.94; C -1.42; C -0.16; H -1.35; H -0.91; H 0.78; H -0.27; H 0.49; H 0.48; H 0.42; H 0.15; H 0.48; H 0.47; H 0.55; H 0.37; H -0.49; H -0.33; H 0.52; H 0.31; H 0.31; H 0.52; H 0.33; H 0.48; H 0.33; H 0.25; H 0.88; H 0.35; H 0.56; H -0.83; H 0.70; H 0.22; H 0.41; H 0.54; H 0.35; H -0.47; H 0.49; Te 0.34; C -0.20; C -0.05

Entry 3:
Formula: C4H9N3O
Source: the Open Molecules 2025 dataset
Level of theory: wB97M-V/def2-TZVPD

SMILES: CN/N=C(/N)C(C)=O
2S+1: 1
LUMO (eV): 0.852
Total energy (eV): -10810.008
Orbital gap (eV): 8.7
Net charge: 0

Geometry as XYZ:
```
17
C4H9N3O | the Open Molecules 2025 dataset | wB97M-V/def2-TZVPD
C 1.877 -1.559 0.429
N 0.745 -0.851 0.994
N -0.559 -1.161 0.576
C -1.230 -0.137 0.145
N -2.559 -0.205 -0.179
C -0.524 1.231 0.112
C 0.259 1.508 -1.140
O -0.850 2.091 0.925
H 2.720 -1.554 1.126
H 2.199 -1.088 -0.506
H 1.641 -2.606 0.216
H 0.987 0.049 1.402
H -3.090 0.613 0.106
H -2.973 -1.079 0.132
H 1.186 2.021 -0.871
H -0.333 2.145 -1.802
H 0.505 0.581 -1.664
```

Charges computed using Mulliken, reported in e: C -0.78; N -0.01; N -0.69; C 0.60; N -0.50; C 0.35; C -0.95; O -0.57; H 0.33; H 0.25; H 0.27; H 0.28; H 0.26; H 0.29; H 0.28; H 0.33; H 0.28

Entry 4:
Formula: C4HCl4FO
Source: the Open Molecules 2025 dataset
Level of theory: wB97M-V/def2-TZVPD

2S+1: 1
LUMO (alpha / beta) (eV): -0.623 / -1.269
Total energy (eV): -59014.217
Orbital gap (alpha / beta) (eV): 8.0 / 7.7
Net charge: 0

Geometry as XYZ:
```
11
C4HCl4FO | the Open Molecules 2025 dataset | wB97M-V/def2-TZVPD
C -0.643 0.318 1.085
C -1.171 0.080 -0.157
C -0.480 -0.301 -1.328
C 1.563 -0.138 0.580
O 0.608 0.035 1.481
F 2.598 -0.861 0.988
Cl -2.949 -0.143 -0.039
Cl -1.015 -1.750 -2.099
Cl 0.302 0.980 -2.163
Cl 2.342 1.188 -0.257
H -1.154 0.591 1.909
```

Charges computed using Mulliken, reported in e: C -0.32; C 0.16; C 0.30; C 0.29; O -0.28; F -0.21; Cl -0.20; Cl -0.13; Cl -0.08; Cl -0.12; H 0.58

Entry 5:
Formula: C42H27BrF9LiN4O2PS
Source: the Open Molecules 2025 dataset
Level of theory: wB97M-V/def2-TZVPD

2S+1: 1
LUMO (eV): 1.704
Total energy (eV): -168886.435
Orbital gap (eV): 7.6
Net charge: -1

Geometry as XYZ:
```
88
C42H27BrF9LiN4O2PS | the Open Molecules 2025 dataset | wB97M-V/def2-TZVPD
Li -0.504 0.998 -1.824
O 4.350 2.051 2.938
C 4.612 1.740 1.766
O 5.688 1.450 1.214
C 3.379 1.633 0.840
C 3.488 1.024 -0.403
C 2.366 0.950 -1.212
N 1.200 1.477 -0.851
C 1.082 2.064 0.337
C 2.144 2.139 1.226
C -0.277 2.635 0.592
C -0.537 3.508 1.640
C -1.822 4.003 1.786
C -2.802 3.619 0.886
C -2.451 2.752 -0.138
N -1.223 2.274 -0.281
C 2.333 0.260 -2.539
C 3.471 -0.255 -3.149
C 3.339 -0.883 -4.377
C 2.084 -0.988 -4.955
C 1.001 -0.449 -4.274
N 1.125 0.165 -3.104
H 4.459 0.643 -0.687
H 2.062 2.565 2.216
H 0.251 3.796 2.322
H -2.056 4.680 2.598
H -3.818 3.978 0.972
H -3.171 2.413 -0.873
H 4.438 -0.166 -2.674
H 4.210 -1.292 -4.874
H 1.939 -1.480 -5.907
H -0.012 -0.512 -4.656
Br -2.412 -0.161 -2.813
F -1.660 -7.708 -1.149
C -2.395 -6.785 -1.804
F -3.682 -7.115 -1.590
F -2.158 -6.973 -3.112
C -2.081 -5.389 -1.352
C -1.190 -4.603 -2.068
C -0.892 -3.327 -1.617
C -1.455 -2.837 -0.443
C -2.356 -3.632 0.257
C -2.669 -4.904 -0.191
P -0.892 -1.176 0.093
C 0.193 -1.714 1.495
C 1.551 -1.463 1.347
C 2.469 -1.826 2.327
C 2.017 -2.465 3.466
C 0.660 -2.733 3.632
C -0.241 -2.355 2.658
C 2.965 -2.875 4.558
F 4.246 -2.652 4.251
F 2.714 -2.232 5.713
F 2.856 -4.192 4.837
C -2.340 -0.540 1.021
C -3.619 -0.602 0.477
C -4.687 0.017 1.109
C -4.481 0.713 2.290
C -3.206 0.797 2.838
C -2.146 0.177 2.204
C -5.610 1.394 3.002
F -6.753 1.386 2.303
F -5.882 0.821 4.193
F -5.330 2.686 3.269
H -0.751 -4.975 -2.983
H -0.233 -2.690 -2.195
H -2.824 -3.261 1.162
H -3.372 -5.516 0.358
H 1.901 -0.950 0.461
H 3.517 -1.588 2.212
H 0.316 -3.230 4.530
H -1.295 -2.555 2.809
H -3.773 -1.104 -0.471
H -5.674 -0.029 0.671
H -3.041 1.356 3.750
H -1.155 0.259 2.635
S -0.873 4.196 -3.270
C 0.717 4.212 -2.762
N 1.676 3.547 -3.477
C 2.992 3.466 -3.147
C 3.458 4.078 -2.034
C 2.526 4.796 -1.240
C 1.216 4.870 -1.593
H 1.327 3.047 -4.285
H 3.609 2.878 -3.811
H 4.494 3.989 -1.749
H 2.867 5.275 -0.331
H 0.494 5.403 -0.992
```

Charges computed using Mulliken, reported in e: Li 0.54; O -0.76; C 0.24; O -0.77; C -1.16; C -1.19; C 0.71; N 1.90; C 1.21; C -1.15; C 0.03; C -0.71; C -0.99; C -0.76; C -0.96; N 1.11; C -0.07; C -0.76; C -0.67; C -0.84; C -0.63; N 0.45; H 0.57; H 0.61; H 0.48; H 0.48; H 0.56; H 0.48; H 0.49; H 0.46; H 0.45; H 0.51; Br -0.69; F -0.26; C 0.86; F -0.28; F -0.28; C 0.35; C -0.85; C -0.57; C 0.66; C -0.35; C -1.17; P 1.85; C -0.22; C -0.17; C -0.94; C 0.34; C -1.31; C 0.26; C 0.77; F -0.28; F -0.27; F -0.28; C 0.24; C -0.62; C -1.13; C 0.57; C -1.44; C -0.38; C 0.83; F -0.30; F -0.28; F -0.25; H 0.43; H 0.27; H 0.29; H 0.40; H 0.31; H 0.54; H 0.40; H 0.26; H 0.45; H 0.47; H 0.41; H 0.47; S -0.34; C 0.10; N 0.05; C -0.39; C -0.53; C -0.02; C -0.70; H 0.28; H 0.45; H 0.41; H 0.35; H 0.39

Entry 6:
Formula: C3H6N2OS
Source: the Open Molecules 2025 dataset
Level of theory: wB97M-V/def2-TZVPD

SMILES: [H]/N=C(/N)SC(C)=O
2S+1: 1
LUMO (eV): 0.560
Total energy (eV): -19070.659
Orbital gap (eV): 9.9
Net charge: 0

Geometry as XYZ:
```
13
C3H6N2OS | the Open Molecules 2025 dataset | wB97M-V/def2-TZVPD
H 0.729 0.133 -1.828
N 0.886 1.119 -1.548
C 0.469 1.315 -0.347
N 0.598 2.598 0.173
S -0.539 0.308 0.664
C -0.305 -1.391 0.064
C -0.689 -2.463 1.079
O 0.126 -1.711 -1.042
H 0.874 3.348 -0.547
H 0.969 2.709 1.045
H -0.992 -3.303 0.472
H 0.343 -2.649 1.614
H -1.541 -2.263 1.806
```

Charges computed using Mulliken, reported in e: H 0.36; N -0.71; C 0.52; N -0.50; S -0.17; C 0.62; C -0.92; O -0.55; H 0.26; H 0.20; H 0.30; H 0.25; H 0.34

Copy entry 3 word for word.
Formula: C4H9N3O
Source: the Open Molecules 2025 dataset
Level of theory: wB97M-V/def2-TZVPD

SMILES: CN/N=C(/N)C(C)=O
2S+1: 1
LUMO (eV): 0.852
Total energy (eV): -10810.008
Orbital gap (eV): 8.7
Net charge: 0

Geometry as XYZ:
```
17
C4H9N3O | the Open Molecules 2025 dataset | wB97M-V/def2-TZVPD
C 1.877 -1.559 0.429
N 0.745 -0.851 0.994
N -0.559 -1.161 0.576
C -1.230 -0.137 0.145
N -2.559 -0.205 -0.179
C -0.524 1.231 0.112
C 0.259 1.508 -1.140
O -0.850 2.091 0.925
H 2.720 -1.554 1.126
H 2.199 -1.088 -0.506
H 1.641 -2.606 0.216
H 0.987 0.049 1.402
H -3.090 0.613 0.106
H -2.973 -1.079 0.132
H 1.186 2.021 -0.871
H -0.333 2.145 -1.802
H 0.505 0.581 -1.664
```

Charges computed using Mulliken, reported in e: C -0.78; N -0.01; N -0.69; C 0.60; N -0.50; C 0.35; C -0.95; O -0.57; H 0.33; H 0.25; H 0.27; H 0.28; H 0.26; H 0.29; H 0.28; H 0.33; H 0.28